# 1
{
  "formula": "C4H11NO2",
  "method": "ωB97M-V/def2-TZVPD",
  "de_lowest_ev": 6.5409,
  "charge": 0,
  "total_energy_ha": -364.02780,
  "spin_multiplicity": 1,
  "elements": ["C", "N", "C", "C", "C", "O", "H", "H", "H", "H", "H", "H", "H", "H", "H", "H", "H", "O"],
  "xyz": [[1.291, -1.144, -0.405], [0.047, -1.809, -0.111], [-0.968, 1.155, -0.533], [-1.031, -1.346, -0.637], [-1.456, -0.077, -1.088], [1.381, 1.493, 0.896], [2.113, -1.842, -0.353], [1.507, -0.342, 0.337], [1.281, -0.632, -1.356], [0.557, 0.592, 2.027], [-1.363, 1.358, 0.475], [-1.070, 2.048, -1.174], [0.132, 1.147, -0.403], [-1.842, -2.073, -0.771], [-2.313, -0.098, -1.746], [0.049, -0.668, 1.550], [1.863, 2.308, 1.037], [-0.176, -0.071, 2.254]]
}


# 2
{
  "formula": "H2NO4P",
  "method": "ωB97M-V/def2-TZVPD",
  "de_lowest_ev": 5.8292,
  "charge": 0,
  "total_energy_ha": -698.06315,
  "spin_multiplicity": 1,
  "elements": ["N", "O", "O", "O", "O", "P", "H", "H"],
  "xyz": [[0.665, -0.822, -0.150], [0.486, -0.591, 1.067], [0.494, -1.823, -0.775], [0.849, 1.703, 0.354], [-1.921, 0.332, -0.151], [1.112, 0.868, -0.993], [0.430, 0.969, 0.910], [-2.114, -0.635, -0.262]]
}


# 3
{
  "formula": "C5H32N2O9S",
  "method": "ωB97M-V/def2-TZVPD",
  "de_lowest_ev": 0.7885,
  "charge": 1,
  "total_energy_ha": -1394.16240,
  "spin_multiplicity": 2,
  "elements": ["N", "C", "C", "S", "C", "N", "C", "C", "H", "H", "H", "H", "H", "H", "H", "H", "H", "H", "H", "H", "H", "H", "H", "H", "O", "H", "H", "O", "H", "H", "O", "H", "H", "O", "H", "H", "O", "H", "H", "O", "H", "H", "O", "H", "H", "O", "H", "H", "O"],
  "xyz": [[1.380, 2.428, 1.124], [0.851, 1.557, 0.055], [1.089, 2.254, -1.240], [2.856, 2.563, -1.618], [1.248, 0.033, 0.129], [0.284, -0.914, 0.782], [0.733, -1.390, 2.124], [0.608, -0.402, 3.323], [0.937, 3.323, 0.955], [3.211, 1.452, -0.931], [1.316, 2.055, 2.089], [-0.297, 1.382, 0.130], [0.759, 1.634, -2.069], [0.506, 3.113, -1.422], [2.266, -0.030, 0.532], [1.442, -0.237, -0.935], [-0.428, -0.215, 1.121], [1.708, -1.863, 2.163], [0.068, -2.296, 2.228], [1.058, -0.927, 4.203], [1.222, 0.456, 2.996], [-0.416, -0.034, 3.424], [-0.596, -3.850, 0.532], [-0.875, -4.405, 1.873], [-0.180, -4.404, 1.205], [3.343, 1.978, 1.408], [4.225, 1.140, 2.227], [3.757, 1.085, 1.345], [-2.762, 1.660, 0.451], [-4.184, 1.706, 0.105], [-3.622, 1.644, 0.893], [-1.695, -0.691, -2.851], [-2.613, -0.717, -4.038], [-2.395, -0.161, -3.277], [-0.681, -1.431, -1.089], [0.446, -1.599, -2.165], [-0.497, -1.713, -1.991], [-4.072, -0.537, -1.479], [-3.495, 0.903, -1.934], [-4.131, 0.418, -1.410], [3.170, -2.317, -3.036], [3.137, -2.642, -1.574], [2.735, -2.046, -2.219], [-2.842, 1.018, 2.198], [-2.373, 1.560, 3.446], [-2.511, 0.673, 3.057], [-2.673, -2.459, 0.505], [-4.032, -2.812, -0.075], [-3.071, -2.859, -0.285]]
}


# 4
{
  "formula": "C24H23NO4",
  "method": "ωB97M-V/def2-TZVPD",
  "de_lowest_ev": 9.6807,
  "charge": 0,
  "total_energy_ha": -1283.75931,
  "spin_multiplicity": 1,
  "elements": ["C", "C", "C", "C", "C", "C", "N", "O", "O", "C", "C", "H", "H", "H", "H", "H", "H", "H", "H", "C", "O", "C", "C", "C", "C", "C", "C", "C", "C", "C", "O", "C", "C", "C", "C", "C", "C", "H", "H", "H", "H", "H", "H", "H", "H", "H", "H", "H", "H", "H", "H", "H"],
  "xyz": [[-5.311, 2.471, 3.474], [-4.007, 2.039, 2.859], [-3.128, 2.991, 2.329], [-1.914, 2.617, 1.754], [-1.497, 1.273, 1.825], [-0.117, 0.849, 1.501], [0.772, 1.786, 2.288], [1.915, 1.413, 2.636], [0.333, 2.925, 2.561], [-2.393, 0.305, 2.319], [-3.642, 0.689, 2.812], [-5.810, 1.626, 3.957], [-5.157, 3.254, 4.226], [-5.985, 2.887, 2.712], [-3.360, 4.058, 2.397], [-1.337, 3.362, 1.211], [0.068, -0.176, 1.835], [-2.069, -0.742, 2.319], [-4.320, -0.065, 3.225], [-2.923, -3.060, -4.954], [-3.104, -2.421, -3.674], [-2.136, -1.736, -3.013], [-2.566, -1.168, -1.783], [-1.672, -0.610, -0.907], [-0.293, -0.459, -1.221], [0.642, 0.074, -0.284], [1.990, -0.386, -0.285], [3.061, 0.303, 0.360], [4.371, -0.093, 0.217], [4.687, -1.195, -0.618], [6.021, -1.373, -0.824], [6.719, -0.366, 0.017], [5.654, 0.485, 0.720], [3.665, -1.981, -1.176], [2.362, -1.627, -0.918], [0.079, -0.888, -2.542], [-0.779, -1.556, -3.398], [-3.932, -3.404, -5.182], [-2.585, -2.357, -5.722], [-2.251, -3.921, -4.876], [-3.632, -1.233, -1.555], [-2.039, -0.303, 0.072], [0.334, 1.114, 0.237], [2.864, 1.153, 1.001], [7.338, -0.928, 0.726], [7.375, 0.225, -0.635], [5.762, 1.542, 0.470], [5.751, 0.410, 1.807], [3.944, -2.844, -1.784], [1.583, -2.301, -1.269], [1.100, -0.712, -2.883], [-0.427, -1.943, -4.364]]
}


# 5
{
  "formula": "C17H27N2O3",
  "method": "ωB97M-V/def2-TZVPD",
  "de_lowest_ev": 0.0000,
  "charge": 1,
  "total_energy_ha": -999.01815,
  "spin_multiplicity": 1,
  "elements": ["C", "C", "O", "N", "C", "C", "C", "C", "O", "C", "C", "O", "C", "N", "C", "C", "C", "C", "C", "C", "C", "C", "H", "H", "H", "H", "H", "H", "H", "H", "H", "H", "H", "H", "H", "H", "H", "H", "H", "H", "H", "H", "H", "H", "H", "H", "H", "H", "H"],
  "xyz": [[-7.023, -1.781, -0.705], [-5.775, -1.346, 0.025], [-5.338, -1.901, 1.004], [-5.183, -0.252, -0.557], [-4.042, 0.428, -0.140], [-3.492, 0.262, 1.131], [-2.362, 0.963, 1.492], [-1.752, 1.846, 0.604], [-0.634, 2.503, 1.093], [0.305, 3.014, 0.192], [1.075, 1.873, -0.504], [2.238, 2.323, -1.169], [1.552, 0.872, 0.565], [2.634, 0.031, 0.009], [2.121, -1.108, -0.788], [3.264, -1.764, -1.552], [4.347, -2.233, -0.586], [4.814, -1.063, 0.276], [3.657, -0.393, 1.021], [3.060, -1.265, 2.116], [-2.299, 2.022, -0.659], [-3.436, 1.322, -1.020], [-6.794, -2.029, -1.739], [-7.761, -0.981, -0.692], [-7.438, -2.655, -0.212], [-5.595, 0.086, -1.417], [-3.951, -0.421, 1.825], [-1.942, 0.854, 2.479], [1.000, 3.602, 0.799], [-0.148, 3.678, -0.555], [0.403, 1.373, -1.219], [2.044, 3.115, -1.681], [0.721, 0.258, 0.909], [1.947, 1.441, 1.409], [3.120, 0.662, -0.651], [1.367, -0.734, -1.482], [1.646, -1.818, -0.111], [2.872, -2.607, -2.121], [3.685, -1.051, -2.264], [5.193, -2.629, -1.145], [3.965, -3.039, 0.040], [5.547, -1.406, 1.005], [5.307, -0.323, -0.359], [4.028, 0.529, 1.481], [3.823, -1.442, 2.869], [2.732, -2.232, 1.750], [2.225, -0.773, 2.606], [-1.870, 2.711, -1.369], [-3.859, 1.478, -2.002]]
}


# 6
{
  "formula": "C3H4N4O",
  "method": "ωB97M-V/def2-TZVPD",
  "de_lowest_ev": 7.8998,
  "charge": 0,
  "total_energy_ha": -410.71297,
  "spin_multiplicity": 1,
  "elements": ["C", "C", "C", "N", "N", "N", "N", "O", "H", "H", "H", "H"],
  "xyz": [[1.392, 0.764, -0.030], [2.327, -0.142, 0.316], [0.295, -0.033, -0.403], [1.912, -1.368, 0.104], [-3.078, -0.044, 0.237], [0.672, -1.306, -0.336], [-2.143, 0.615, -0.086], [-4.304, 0.015, 0.272], [1.676, 1.839, 0.082], [3.427, 0.079, 0.445], [0.062, -2.094, -0.452], [-2.236, 1.676, -0.149]]
}